# 1
This record from OMol25 describes a 8-piece molecular cluster, C16H56N8O7 overall in a non-equilibrium geometry. The level of theory is ωB97M-V/def2-TZVPD.

CARTESIAN COORDINATES (ANGSTROEM)
N -0.030 7.459 1.438
H 0.248 6.923 0.629
H -0.990 7.281 1.694
H 0.151 8.450 1.361
H 0.441 7.069 2.242
N 0.245 3.264 7.448
H 0.769 2.848 6.691
H -0.623 3.671 7.131
H 0.912 3.960 7.749
H 0.076 2.533 8.124
N 1.095 -4.354 4.950
H 1.824 -4.845 4.451
H 0.222 -4.566 4.488
H 1.199 -3.350 4.907
H 1.181 -4.765 5.868
N 2.315 1.205 2.695
O 2.362 2.412 2.892
O 2.190 0.517 3.706
O 2.236 0.702 1.620
C -0.935 4.132 -5.395
C -0.463 2.925 -4.531
C 0.304 1.901 -5.473
O -0.456 1.093 -6.388
C 0.349 0.345 -7.220
N 0.413 3.538 -3.578
H -1.659 3.816 -6.146
H -0.132 4.625 -5.944
H -1.486 4.846 -4.782
H -1.327 2.501 -4.020
H 0.710 1.216 -4.729
H 1.126 2.428 -5.957
H 1.370 0.705 -7.345
H -0.140 0.112 -8.166
H 0.533 -0.606 -6.721
H 0.769 2.848 -2.932
H 1.214 3.841 -4.114
C 7.316 -4.419 1.799
C 6.334 -4.741 0.638
C 7.194 -5.318 -0.565
O 8.298 -4.587 -1.047
C 8.023 -3.609 -2.045
N 5.313 -5.679 1.189
H 7.791 -5.300 2.232
H 6.889 -3.729 2.527
H 8.118 -3.708 1.604
H 5.896 -3.762 0.447
H 6.430 -5.257 -1.340
H 7.386 -6.363 -0.322
H 8.892 -2.961 -2.163
H 7.106 -3.027 -1.952
H 7.872 -4.201 -2.948
H 4.607 -5.665 0.467
H 5.696 -6.613 1.152
C -5.196 2.503 4.148
C -4.522 3.721 3.545
C -5.320 4.418 2.474
O -4.613 5.536 2.037
C -5.444 6.349 1.151
N -4.377 4.534 4.700
H -4.696 2.018 4.986
H -5.279 1.660 3.462
H -6.262 2.643 4.321
H -3.518 3.459 3.209
H -6.260 4.645 2.979
H -5.406 3.713 1.647
H -4.965 7.282 0.851
H -6.386 6.691 1.582
H -5.616 5.828 0.210
H -4.373 5.510 4.441
H -5.199 4.506 5.287
C -2.039 -5.960 -2.954
C -1.676 -4.555 -2.613
C -2.887 -3.610 -2.458
O -3.835 -4.032 -1.485
C -4.944 -3.226 -1.472
N -0.979 -4.566 -1.372
H -1.168 -6.528 -3.281
H -2.466 -6.024 -3.954
H -2.659 -6.480 -2.224
H -1.083 -4.248 -3.474
H -3.389 -3.455 -3.413
H -2.528 -2.611 -2.212
H -5.485 -3.544 -2.363
H -4.637 -2.182 -1.419
H -5.718 -3.455 -0.740
H -0.508 -3.689 -1.199
H -1.746 -4.594 -0.715

Forces on the atoms, in the same order (eV/Å):
-0.186 -0.570 0.930
0.044 -0.119 -0.665
-0.917 0.124 -0.549
0.139 0.437 -0.219
0.936 -0.013 0.346
0.748 -0.209 -0.447
-0.134 -0.647 -1.084
-0.382 0.233 -0.246
-0.081 0.588 0.913
-0.035 -0.089 0.625
0.163 -0.601 -0.410
0.644 0.211 -0.880
-0.607 -0.411 0.043
0.558 0.581 0.222
-0.574 0.307 0.792
-1.451 0.414 2.073
0.559 2.918 -0.627
0.090 -2.292 2.413
0.397 -0.949 -3.381
-1.161 -0.834 -0.073
-0.658 1.115 -2.896
-0.972 -0.729 1.616
-0.535 2.562 0.833
0.827 -1.734 0.144
0.727 -0.465 0.634
0.062 -0.220 -0.165
0.235 -0.028 0.282
0.319 0.155 0.132
0.112 -0.325 -0.146
0.656 -0.334 -0.011
-0.011 0.100 -0.284
-0.112 0.710 -0.411
0.011 0.401 0.012
-0.038 -0.556 -0.026
0.160 -0.182 0.276
0.382 0.386 0.141
0.200 1.026 0.104
2.951 0.404 2.176
-2.563 1.274 -0.402
0.123 0.204 1.541
-0.154 -1.183 -0.629
0.357 1.071 -1.370
-0.292 -0.017 0.214
-0.953 -0.893 0.682
0.490 -0.465 -1.306
-0.439 -0.302 -0.637
-0.064 -0.811 -0.657
0.698 0.084 -0.194
-0.120 -0.124 0.189
0.000 0.135 0.720
0.141 0.297 -0.546
-0.623 -0.379 0.001
0.171 -0.312 0.159
-0.788 -2.018 -1.748
0.019 -1.051 0.981
0.490 -1.518 0.143
-0.740 1.985 -0.709
0.592 -0.106 -0.133
0.656 2.306 1.503
0.051 0.780 0.290
0.338 -0.034 -0.593
0.038 0.567 0.655
0.025 -0.051 -0.404
-0.461 0.310 -0.529
-0.682 -0.025 -0.243
0.672 -0.155 0.401
-0.105 -0.548 0.353
-0.254 -0.308 0.116
0.503 0.385 -0.213
-0.209 -0.479 0.156
-0.257 -1.090 -1.627
-1.272 0.274 -0.449
-0.302 0.204 -1.036
2.170 -1.379 0.881
-1.364 -0.043 -1.016
0.983 -0.039 1.092
0.568 -0.173 1.226
-1.195 0.437 0.096
0.177 -0.008 -0.086
0.249 0.679 0.306
-0.279 -0.311 -0.319
0.250 0.240 0.362
-0.301 1.139 -0.729
-0.459 0.260 -0.222
0.788 -0.201 0.871
0.104 0.225 -0.052
0.150 -0.198 0.725

## Properties
Electronic energy   -43727.92086 eV
Total charge   +2
Kohn-Sham gap   5.10 eV
HOMO   -10.7 eV

Mulliken population analysis, charges in e, atoms 1 to 6: -0.477, 0.378, 0.317, 0.394, 0.385, -0.491

# 2
This record from OMol25 describes a 13-piece molecular cluster, C16H58N16O17 overall in a non-equilibrium geometry. The level of theory is ωB97M-V/def2-TZVPD.

CARTESIAN COORDINATES (ANGSTROEM)
C -12.296 -21.288 -22.403
O -12.812 -21.076 -21.288
N -13.086 -21.683 -23.445
N -10.974 -21.125 -22.649
H -12.784 -22.095 -24.305
H -13.984 -21.946 -23.069
H -10.374 -20.759 -21.906
H -10.548 -21.479 -23.482
C -12.053 -24.654 -18.826
O -10.926 -24.385 -19.285
N -13.182 -23.976 -19.202
N -12.233 -25.579 -17.832
H -13.115 -23.064 -19.625
H -14.047 -24.142 -18.719
H -13.111 -25.871 -17.458
H -11.380 -26.022 -17.535
C -11.207 -17.515 -22.168
O -12.390 -17.915 -22.196
N -10.326 -17.716 -23.205
N -10.768 -16.648 -21.178
H -10.666 -18.410 -23.854
H -9.408 -17.346 -23.323
H -9.863 -16.228 -21.187
H -11.501 -16.369 -20.546
C -15.959 -19.611 -23.099
O -16.980 -19.888 -23.746
N -15.174 -18.513 -23.320
N -15.475 -20.467 -22.137
H -15.460 -17.902 -24.067
H -14.258 -18.260 -22.976
H -16.033 -21.256 -21.883
H -14.647 -20.221 -21.603
C -18.129 -18.528 -19.738
O -18.887 -19.157 -19.007
N -18.592 -17.769 -20.793
N -16.770 -18.536 -19.592
H -19.598 -17.796 -20.819
H -18.089 -17.115 -21.354
H -16.320 -19.213 -19.001
H -16.237 -17.992 -20.243
C -8.857 -18.089 -16.158
O -9.764 -18.106 -16.996
N -8.791 -18.956 -15.070
N -7.777 -17.241 -16.229
H -7.980 -18.826 -14.503
H -9.429 -19.723 -15.013
H -7.117 -17.277 -15.481
H -7.688 -16.668 -17.044
C -16.897 -22.061 -19.301
O -16.006 -21.339 -18.836
N -17.212 -23.282 -18.729
N -17.547 -21.812 -20.483
H -17.630 -24.003 -19.280
H -16.737 -23.500 -17.872
H -18.188 -22.524 -20.763
H -17.293 -21.011 -21.030
C -13.275 -18.583 -18.322
O -13.716 -18.317 -17.195
N -13.892 -19.476 -19.151
N -12.019 -18.188 -18.708
H -13.387 -19.625 -20.014
H -14.447 -20.200 -18.718
H -11.825 -18.321 -19.684
H -11.291 -17.908 -18.063
C -10.380 -14.935 -16.533
C -10.382 -13.419 -16.721
O -11.464 -12.926 -17.497
O -11.453 -15.324 -15.694
H -9.484 -15.063 -15.906
H -10.276 -15.552 -17.425
H -9.424 -13.109 -17.140
H -10.547 -12.960 -15.734
H -12.306 -13.182 -17.077
H -11.472 -16.237 -15.378
C -16.520 -18.907 -15.040
C -17.221 -18.551 -13.770
O -16.298 -18.363 -12.718
O -15.611 -17.845 -15.327
H -17.212 -19.101 -15.871
H -15.894 -19.808 -15.025
H -18.014 -19.284 -13.579
H -17.889 -17.682 -13.844
H -15.674 -17.715 -13.072
H -14.962 -18.131 -16.004
C -9.692 -21.245 -18.873
C -8.825 -20.181 -19.602
O -8.860 -20.375 -21.031
O -8.907 -22.422 -18.776
H -10.633 -21.321 -19.423
H -9.900 -20.795 -17.896
H -7.820 -20.255 -19.185
H -9.288 -19.204 -19.433
H -8.220 -19.781 -21.434
H -9.535 -23.185 -18.831
C -14.919 -14.651 -16.089
C -15.265 -15.077 -17.495
O -15.454 -13.917 -18.317
O -13.730 -13.833 -16.071
H -14.887 -15.532 -15.442
H -15.693 -14.003 -15.666
H -16.187 -15.654 -17.466
H -14.439 -15.672 -17.897
H -14.631 -13.423 -18.211
H -13.053 -14.413 -15.670
O -12.538 -17.849 -14.398
H -11.961 -18.369 -14.974
H -12.318 -18.134 -13.502

Forces on the atoms, in the same order (eV/Å):
0.296 -0.123 0.013
0.655 -0.041 -0.521
-0.444 -0.073 0.874
-0.366 0.386 0.457
0.332 -0.029 -0.029
-0.200 0.031 -0.618
-0.069 -0.352 -0.313
0.000 -0.066 -0.114
0.692 1.222 0.005
-1.401 -0.520 0.623
-0.154 -0.275 -0.039
0.915 0.028 -0.513
0.358 -0.043 -0.270
0.049 0.005 0.083
-0.191 0.027 0.002
-0.228 -0.191 0.048
-0.680 1.752 -0.281
1.975 -0.029 0.312
-1.301 -1.075 0.150
-0.912 -1.384 -0.682
0.298 0.147 -0.061
0.165 0.189 0.309
0.098 0.179 0.091
0.324 0.302 0.194
-0.132 -1.065 -0.462
0.976 0.683 0.750
-0.421 0.917 -0.639
0.181 0.990 -0.347
-0.342 -0.257 -0.025
-0.011 -0.771 0.551
0.412 -0.188 -0.191
-0.322 -0.384 -0.023
0.615 -0.051 0.305
0.169 0.171 -0.461
-0.936 -0.733 0.668
-0.735 0.440 -0.300
0.073 0.359 -0.306
0.286 0.049 0.024
-0.095 0.048 -0.041
0.418 -0.167 0.071
-0.120 -0.685 -0.097
0.868 0.028 0.942
-0.128 1.679 -1.415
-1.108 -0.800 0.095
-0.035 -0.747 0.571
0.049 -0.180 0.171
0.497 0.418 -0.211
0.166 0.224 0.127
1.071 -0.029 -0.568
-1.089 -0.633 -0.060
0.127 0.964 -0.037
0.521 -0.764 1.516
-0.145 -0.240 0.099
-0.052 -0.105 -0.024
-0.449 0.374 -0.593
-0.694 0.287 0.223
0.527 -1.151 1.983
0.410 0.010 -0.701
0.516 1.416 -0.304
-0.875 0.400 -0.904
-0.250 -0.834 0.146
-0.153 0.098 -0.354
0.519 -0.161 0.081
-0.398 0.086 -0.024
1.131 0.180 1.572
-1.825 -0.249 0.338
0.422 -0.112 -0.769
-0.810 0.473 -0.133
0.316 -0.311 -0.413
-0.288 0.214 -0.227
-0.176 0.132 -0.168
0.750 -0.280 0.126
0.148 0.008 0.019
0.201 -0.045 -0.272
0.891 0.188 -1.335
-1.040 -0.159 0.023
-0.234 -0.193 0.239
-0.304 0.201 -0.176
-0.248 0.408 0.111
-0.368 -0.270 0.818
0.747 -0.619 0.655
0.588 0.489 -0.581
0.055 -0.127 -0.025
-0.247 0.161 0.275
1.390 1.188 -0.759
-1.327 -0.221 0.221
0.464 -0.267 0.387
-1.315 -0.540 -0.020
-0.040 -0.482 0.029
-0.108 -0.209 0.120
0.135 0.149 -0.214
0.299 0.054 0.422
-0.003 -0.036 0.027
0.593 0.501 -0.071
-0.548 0.512 0.266
0.212 0.656 0.139
0.093 -0.329 0.054
0.088 -0.936 0.435
0.519 0.042 -0.033
-0.243 -0.125 -0.292
0.001 -0.042 -0.232
-0.135 -0.253 0.028
-0.159 0.129 -0.098
0.128 0.312 -0.324
0.528 0.031 0.043
-0.345 -0.054 -0.071
-0.055 0.066 -0.092

## Properties
Electronic energy   -76188.77712 eV
Energy above the lowest of the compared OMol25 structures with the same formula, charge and spin   0.000 eV
Kohn-Sham gap   8.73 eV
HOMO   -8.9 eV

Mulliken population analysis, charges in e, atoms 1 to 6: 0.549, -0.245, -0.385, -0.209, 0.194, 0.269